{"formula": "C6H10N2", "method": "ωB97M-V/def2-TZVPD", "fmax_ev_per_a": 6.7, "relative_energy_kj_mol": 857.16, "spin_multiplicity": 1, "homo_energy_ev": -8.1517, "homo_lumo_gap_ev": 9.089, "elements": ["C", "C", "C", "C", "C", "C", "H", "H", "H", "H", "H", "H", "H", "H", "H", "H", "N", "N"], "positions_angstrom": [[2.223, -0.252, 0.085], [1.005, 0.753, 0.185], [-1.284, 0.692, 0.026], [-1.048, -0.430, 1.125], [-1.181, -0.529, -0.913], [0.868, -0.650, -0.387], [2.917, -0.057, -0.652], [2.823, -0.289, 0.965], [1.005, 0.817, 1.390], [-0.283, 2.677, -0.204], [-2.414, 1.106, 0.133], [-0.325, -0.112, 1.835], [-2.114, -0.633, 1.497], [-0.537, -0.301, -1.922], [-2.331, -0.782, -1.205], [0.885, -0.562, -1.600], [-0.127, 1.490, -0.269], [-0.319, -1.400, 0.131]], "forces_ev_per_angstrom": [[-0.24, 1.60, -1.00], [-0.31, -0.47, 3.72], [-1.70, -1.86, 0.10], [-0.59, 0.79, -0.65], [-2.76, -0.24, -2.96], [1.14, 0.45, 0.59], [1.28, -0.25, -2.20], [-0.63, -0.50, 1.19], [-0.22, -0.55, -2.53], [1.05, -4.70, 0.24], [3.14, -0.03, -0.56], [-0.31, -0.17, 1.40], [2.02, -0.86, -0.42], [-2.66, -0.62, 2.19], [2.82, -0.55, 0.85], [0.52, -0.54, 3.40], [-0.32, 6.63, -1.21], [-2.24, 1.91, -2.15]]}